[1]
Molecular formula: C7H12Br2N4O
Method: DFT, wB97M-V/def2-TZVPD

Results
Max |F|: 0.095 Eh/bohr
Energy above the lowest of the compared OMol25 structures with the same formula, charge and spin: 51.5 kcal/mol

```
! RIJCOSX wB97M-V def2-TZVPD def2/J DEFGRID3
* xyz 2 1
H 0.609 0.547 3.149
N 1.233 0.361 2.381
C 2.413 0.068 2.563
N 3.253 -0.311 1.475
C 2.866 -0.545 0.219
Br 4.217 -1.057 -0.977
N 1.594 -0.367 -0.091
C 0.801 0.620 -0.097
Br 1.153 2.501 0.051
N -0.605 0.443 -0.370
C -1.200 -0.741 0.290
C -2.643 -0.814 -0.234
O -2.666 -0.882 -1.644
C -2.234 0.369 -2.176
C -0.692 0.451 -1.810
H 3.037 0.200 3.367
H 4.037 -0.773 1.917
H -1.218 1.328 0.104
H -1.013 -0.710 1.353
H -0.715 -1.598 -0.171
H -3.160 -1.707 0.358
H -3.188 0.101 0.244
H -3.014 1.201 -2.028
H -2.409 0.308 -3.278
H -0.241 -0.361 -2.385
H -0.216 1.367 -2.211
*
```

***

[2]
Molecular formula: C3H7NO2
Method: DFT, wB97M-V/def2-TZVPD

Results
Max |F|: 0.044 Eh/bohr
Energy above the lowest of the compared OMol25 structures with the same formula, charge and spin: 46.5 kcal/mol

```
! RIJCOSX wB97M-V def2-TZVPD def2/J DEFGRID3
* xyz 0 1
C -0.299 -1.782 0.441
C 0.679 -0.717 -0.038
O 1.641 -0.293 0.575
N 0.222 0.161 -1.047
C -0.964 0.913 -0.657
O -0.937 1.595 0.612
H 0.198 -2.192 1.305
H -0.794 -2.508 -0.317
H -1.259 -1.219 0.594
H 1.069 0.627 -1.379
H -1.756 0.117 -0.587
H -1.060 1.683 -1.363
H -0.087 1.466 1.101
*
```

***

[3]
Molecular formula: C2H15NO4
Method: DFT, wB97M-V/def2-TZVPD

Results
Max |F|: 0.051 Eh/bohr
<S²>: 0.750
Energy above the lowest of the compared OMol25 structures with the same formula, charge and spin: 15.9 kcal/mol

```
! RIJCOSX wB97M-V def2-TZVPD def2/J DEFGRID3
* xyz -1 2
C -0.425 2.668 -1.353
C -0.560 1.639 -0.229
N 0.395 0.479 -0.446
H -1.264 2.474 -2.039
H 0.578 2.657 -1.797
H -0.558 3.719 -1.085
H -1.606 1.349 -0.276
H -0.309 2.044 0.754
H -0.040 -0.255 -1.006
H 0.252 0.123 0.506
H 2.183 -0.945 -2.591
H 1.716 -0.727 -1.089
O 1.874 -1.384 -1.790
H 0.051 -2.730 1.006
H -0.077 -1.626 2.140
O -0.551 -2.215 1.548
H -2.287 -0.816 1.336
H -3.673 -0.459 0.921
O -2.998 -0.184 1.554
H 2.151 -2.392 0.677
H 2.982 -1.457 1.707
O 2.164 -1.961 1.552
*
```

***

[4]
Molecular formula: C5H13N5
Method: DFT, wB97M-V/def2-TZVPD

Results
Max |F|: 0.040 Eh/bohr
Energy above the lowest of the compared OMol25 structures with the same formula, charge and spin: 20.0 kcal/mol

```
! RIJCOSX wB97M-V def2-TZVPD def2/J DEFGRID3
* xyz 0 1
H -1.528 -0.855 -2.118
N -1.469 -1.226 -1.172
C -1.693 -0.368 -0.259
N -1.826 -0.787 1.073
N -2.137 -2.126 1.342
N -2.109 0.083 2.114
H -1.982 0.679 -0.392
H -1.272 -2.667 1.446
H -2.640 -2.496 0.537
H -1.378 0.797 2.177
H -3.017 0.539 2.001
C 2.476 1.693 -1.110
C 1.340 0.713 -0.804
C 1.860 -0.630 -0.283
C 0.459 1.313 0.177
N -0.080 1.883 1.020
H 2.082 2.646 -1.456
H 3.120 1.284 -1.881
H 3.079 1.871 -0.217
H 0.752 0.539 -1.712
H 2.375 -0.501 0.669
H 1.034 -1.327 -0.145
H 2.554 -1.058 -1.007
*
```